[1]
{
  "formula": "C4H6N2OS",
  "method": "the ωB97M-V functional and the def2-TZVPD basis",
  "fmax_ev_per_a": 5.26,
  "charge": 0,
  "homo_energy_ev": -9.7,
  "smiles": "C[C@H]1OC=NN=CS1",
  "symbols": ["C", "C", "C", "C", "H", "H", "H", "H", "H", "H", "N", "N", "O", "S"],
  "coordinates": [[-0.214, 1.470, 0.553], [-0.188, 0.657, -0.739], [1.447, -1.102, -0.693], [-1.164, -1.351, 0.581], [-0.251, 0.904, 1.578], [0.647, 2.034, 0.508], [-0.991, 2.363, 0.496], [-0.356, 1.581, -1.499], [2.453, -1.370, -1.163], [-2.026, -0.840, 1.368], [1.074, -1.984, 0.060], [-0.024, -1.794, 0.959], [1.090, 0.153, -1.004], [-1.496, -0.720, -1.007]],
  "lowdin_charge": [-0.109, -0.587, -0.305, -0.569, 0.109, 0.035, 0.124, 0.158, 0.156, 0.145, 0.048, -0.015, -0.076, 0.885]
}

[2]
{
  "formula": "C4H6N2S",
  "method": "the ωB97M-V functional and the def2-TZVPD basis",
  "fmax_ev_per_a": 2.14,
  "charge": 0,
  "homo_energy_ev": -8.8,
  "smiles": "S=CC1=NNCC1",
  "symbols": ["C", "C", "C", "C", "H", "H", "H", "H", "H", "H", "N", "N", "S"],
  "coordinates": [[0.196, 1.370, 0.463], [0.063, 0.141, -0.288], [-0.441, -2.016, -1.050], [-0.020, -1.281, 0.226], [0.388, 2.211, -0.164], [-0.607, -1.012, -2.849], [-1.513, -2.182, -1.083], [0.085, -2.951, -1.230], [-0.727, -1.376, 1.070], [0.974, -1.566, 0.598], [0.003, 0.221, -1.566], [0.014, -1.080, -2.103], [0.156, 1.476, 2.077]],
  "lowdin_charge": [-0.616, -0.414, -0.171, -0.125, 0.046, 0.082, 0.109, 0.108, 0.110, 0.121, 0.093, -0.034, 0.692]
}

[3]
{
  "formula": "C4H6N2S",
  "method": "the ωB97M-V functional and the def2-TZVPD basis",
  "fmax_ev_per_a": 2.43,
  "charge": 0,
  "homo_energy_ev": -9.3,
  "smiles": "C1=NN=CSCC1",
  "symbols": ["C", "C", "C", "C", "H", "H", "H", "H", "H", "H", "N", "N", "S"],
  "coordinates": [[1.026, 0.812, 0.095], [-0.492, 0.908, 0.240], [-1.266, 0.159, -0.769], [0.555, -1.735, 0.268], [1.414, 1.640, -0.553], [1.436, 0.892, 1.098], [-0.805, 0.540, 1.272], [-0.787, 1.997, 0.185], [-1.653, 0.731, -1.619], [0.993, -2.336, 1.082], [-1.310, -1.101, -0.787], [-0.702, -1.823, 0.229], [1.591, -0.683, -0.740]],
  "lowdin_charge": [-0.499, -0.256, -0.213, -0.487, 0.085, 0.073, 0.133, 0.121, 0.118, 0.081, -0.002, -0.022, 0.869]
}

[4]
{
  "formula": "C4H6N2S",
  "method": "the ωB97M-V functional and the def2-TZVPD basis",
  "fmax_ev_per_a": 3.73,
  "charge": 0,
  "homo_energy_ev": -7.9,
  "smiles": "Nc1cscc1N",
  "symbols": ["C", "C", "C", "C", "N", "N", "S", "H", "H", "H", "H", "H", "H"],
  "coordinates": [[-1.352, -1.311, 0.037], [-1.321, 1.195, 0.042], [-0.063, -0.861, 0.035], [-0.055, 0.726, 0.014], [1.120, -1.663, 0.037], [1.120, 1.442, -0.146], [-2.541, -0.095, 0.024], [-1.662, -2.323, -0.138], [-1.651, 2.287, 0.006], [1.620, -1.541, -0.872], [1.689, -1.316, 0.835], [1.070, 2.362, 0.050], [2.027, 1.098, 0.078]],
  "lowdin_charge": [-0.424, -0.385, -0.347, -0.355, 0.035, 0.104, 0.918, 0.065, 0.091, 0.096, 0.086, 0.039, 0.078]
}

[5]
{
  "formula": "C4H6N2S2",
  "method": "the ωB97M-V functional and the def2-TZVPD basis",
  "fmax_ev_per_a": 9.61,
  "charge": 0,
  "homo_energy_ev": -8.9,
  "symbols": ["C", "C", "C", "C", "H", "H", "H", "H", "H", "H", "N", "N", "S", "S"],
  "coordinates": [[0.122, 0.469, 1.409], [-0.185, 1.270, -1.181], [-0.339, 0.363, -2.381], [-0.853, -0.277, -3.436], [-0.505, -1.755, -0.731], [-1.228, -0.711, 2.247], [0.705, 2.005, 2.342], [-1.424, 1.534, -0.859], [0.203, 2.267, -1.437], [-0.812, -1.050, -4.172], [-0.703, -0.679, 1.251], [0.245, 1.129, 2.410], [-0.101, -2.078, 0.506], [0.963, 1.053, 0.152]],
  "lowdin_charge": [-0.997, -0.538, -0.166, 0.101, -0.165, 0.155, 0.031, 0.192, 0.043, 0.005, -0.449, 0.086, 0.739, 0.962]
}

[6]
{
  "formula": "C4H6N2S2",
  "method": "the ωB97M-V functional and the def2-TZVPD basis",
  "fmax_ev_per_a": 5.75,
  "charge": 0,
  "homo_energy_ev": -9.2,
  "smiles": "S[C@@H]1C=NN=C[C@@H]1S",
  "symbols": ["C", "C", "C", "C", "H", "H", "H", "H", "H", "H", "N", "N", "S", "S"],
  "coordinates": [[-0.151, -0.975, -0.068], [-0.880, -0.331, -1.326], [0.319, 1.470, 0.080], [-0.004, 0.216, 0.830], [1.123, -2.108, -1.969], [-0.733, -1.759, 0.517], [-1.506, -1.055, -1.948], [1.279, 2.036, 0.500], [-1.014, 0.514, 1.242], [0.641, 0.964, 2.965], [-1.175, 0.935, -1.491], [-0.406, 1.914, -0.964], [1.484, -1.640, -0.608], [1.024, -0.181, 2.241]],
  "lowdin_charge": [-0.679, -0.159, -0.149, -0.807, -0.049, 0.123, 0.123, 0.145, 0.136, -0.074, -0.036, 0.014, 0.677, 0.735]
}

[7]
{
  "formula": "C4H6N2S2",
  "method": "the ωB97M-V functional and the def2-TZVPD basis",
  "fmax_ev_per_a": 3.64,
  "charge": 0,
  "homo_energy_ev": -8.6,
  "smiles": "S=C1CNNC(=S)C1",
  "symbols": ["C", "C", "C", "C", "H", "H", "H", "H", "H", "H", "N", "N", "S", "S"],
  "coordinates": [[1.062, -0.808, -0.009], [1.210, 0.657, -0.515], [-1.518, -0.557, 0.120], [-0.214, -0.933, 0.865], [2.033, 1.214, -0.099], [1.281, 0.429, -1.596], [0.129, 2.445, -0.080], [-1.745, 1.297, -1.088], [-0.134, -0.474, 1.828], [-0.415, -1.944, 1.291], [0.039, 1.410, 0.153], [-1.302, 0.771, -0.237], [2.324, -1.828, -0.268], [-2.751, -1.679, -0.364]],
  "lowdin_charge": [-0.717, -0.216, -0.764, -0.230, 0.105, 0.109, 0.134, 0.180, 0.111, 0.106, -0.046, -0.027, 0.721, 0.534]
}

[8]
{
  "formula": "C4H6N2S2",
  "method": "the ωB97M-V functional and the def2-TZVPD basis",
  "fmax_ev_per_a": 8.16,
  "charge": 0,
  "homo_energy_ev": -8.3,
  "smiles": "S=CNC1=NCCS1",
  "symbols": ["C", "C", "C", "C", "H", "H", "H", "H", "H", "H", "N", "N", "S", "S"],
  "coordinates": [[1.780, -0.539, -1.136], [-0.270, -0.717, 0.060], [-2.141, -0.781, 1.043], [-2.378, 0.609, 0.513], [2.410, -0.994, -2.027], [0.930, -2.280, -0.752], [-2.977, -1.300, 0.736], [-2.090, -0.982, 2.190], [-2.882, 1.146, 1.223], [-3.044, 0.684, -0.359], [0.837, -1.221, -0.668], [-1.198, -1.532, 0.395], [2.394, 0.872, -0.181], [-0.629, 1.100, 0.057]],
  "lowdin_charge": [-0.608, -0.561, -0.377, -0.397, 0.117, 0.197, 0.080, 0.163, 0.043, 0.084, -0.075, 0.045, 0.436, 0.853]
}

Let's list HOMO-LUMO gap in order: 10.10, 8.10, 9.99, 8.71, 9.34, 8.82, 7.95, 8.01 eV.